P) DFT (ωB97M-V/def2-TZVPD) results for 2 unconnected molecules or ions with the total composition C6H10N2O2.

Positions of all 20 atoms, in Å:
O1 3.493 1.561 0.548
O2 -3.603 -0.587 -0.545
N1 -2.268 1.499 -0.832
N2 1.433 1.064 -0.470
C1 -0.606 0.298 0.783
C2 1.881 -0.350 0.992
C3 2.481 0.913 0.379
C4 0.436 -1.181 -1.004
C5 0.677 -0.097 0.033
C6 -1.704 0.749 -0.093
H1 1.670 -0.275 2.065
H2 -3.632 0.477 -1.017
H3 1.388 -1.500 -1.449
H4 2.450 -1.264 0.781
H5 -0.394 1.110 1.495
H6 -0.964 -0.567 1.362
H7 -3.635 -0.802 0.394
H8 -0.219 -0.819 -1.808
H9 1.157 1.822 -1.084
H10 -0.040 -2.052 -0.531

The lowest unoccupied orbital energy comes out at 0.40 eV. The multiplicity is 1. The HOMO-LUMO gap comes out at 10.546 eV. Its charge is 0.

Results of the Mulliken charge analysis, in e, for atoms 1 through 4: -0.619, -0.761, -0.661, -0.100

---

Q) DFT (ωB97M-V/def2-TZVPD) results for C6H10N2O2 in the gas phase.

Positions of all 20 atoms, in Å:
O1 -0.208 2.245 0.183
O2 -0.087 -1.903 -0.633
N1 1.010 0.309 -0.535
N2 -1.105 0.131 -0.826
C1 -0.018 -0.697 -0.743
C2 -2.373 0.023 -0.125
C3 2.460 -0.006 -0.313
C4 -0.022 1.173 -0.458
C5 2.477 -0.326 1.205
C6 -2.212 -0.572 1.289
H1 1.890 0.239 1.921
H2 3.194 0.784 -0.559
H3 -2.850 1.035 0.113
H4 -1.563 -0.004 2.110
H5 -3.139 -0.498 -0.759
H6 -3.306 -0.663 1.863
H7 2.395 -1.473 1.288
H8 2.616 -1.023 -0.740
H9 3.573 -0.295 1.558
H10 -1.661 -1.479 1.209

The lowest unoccupied orbital energy comes out at 0.71 eV. The multiplicity is 1. The HOMO-LUMO gap comes out at 10.819 eV. Its charge is 0.

Results of the Mulliken charge analysis, in e, for atoms 1 through 4: -0.593, -0.571, 0.145, -0.085

---

Name the most stable of them. P).

---

P) DFT (ωB97M-V/def2-TZVPD) results for 2 unconnected molecules or ions with the total composition C7H13N2O.

Positions of all 23 atoms, in Å:
O1 0.502 1.701 0.400
N1 1.788 -0.367 0.068
N2 1.196 -3.079 -0.311
C1 -1.565 1.284 -0.948
C2 -2.717 0.923 -0.453
C3 -0.590 0.004 -0.785
C4 -1.409 -0.812 0.195
C5 1.411 2.578 0.933
C6 0.685 0.466 -0.077
C7 -2.597 -0.359 0.302
H1 -3.689 1.362 -0.306
H2 -0.862 -1.573 0.760
H3 -0.479 -0.635 -1.588
H4 2.194 2.820 0.211
H5 2.131 -3.355 -0.364
H6 0.593 -3.721 0.097
H7 0.966 3.547 1.099
H8 -1.426 1.954 -1.652
H9 0.908 -3.052 -1.364
H10 -3.128 -0.629 1.151
H11 1.534 -1.364 0.135
H12 2.562 0.064 0.714
H13 1.991 2.243 1.782

The lowest unoccupied orbital energy comes out at -3.79 eV. The multiplicity is 1. The HOMO-LUMO gap comes out at 8.940 eV. Its charge is +1.

Results of the Mulliken charge analysis, in e, for atoms 1 through 4: -0.201, -0.316, -0.854, -1.225

---

Q) DFT (ωB97M-V/def2-TZVPD) results for 3 unconnected molecules or ions with the total composition C7H13N2O.

Positions of all 23 atoms, in Å:
O1 1.672 0.038 -2.234
N1 4.011 -1.094 -2.405
N2 -1.732 0.409 0.788
C1 0.124 1.037 -0.928
C2 -0.773 -1.606 3.214
C3 -4.119 1.254 0.833
C4 -0.597 1.373 0.424
C5 1.269 0.340 -1.083
C6 -0.693 -1.978 2.055
C7 -2.954 0.721 0.699
H1 3.833 -1.755 -3.110
H2 -1.515 -0.596 1.115
H3 -1.077 2.339 0.507
H4 4.633 -1.663 -1.750
H5 -0.958 -2.667 1.229
H6 4.625 -0.283 -2.739
H7 0.065 1.184 1.201
H8 -0.411 1.421 -1.701
H9 -4.290 1.743 1.906
H10 2.610 -0.352 -2.060
H11 -4.988 1.082 0.224
H12 1.608 0.041 -0.104
H13 -0.344 -0.989 3.917

The lowest unoccupied orbital energy comes out at -3.70 eV. The multiplicity is 1. The HOMO-LUMO gap comes out at 8.036 eV. Its charge is +1.

Results of the Mulliken charge analysis, in e, for atoms 1 through 4: -0.475, -0.940, 0.228, -0.296

---

Name the most stable of them. P).

---

P) DFT (ωB97M-V/def2-TZVPD) results for a gas-phase ion, C4H12NO (charge +1).

Positions of all 18 atoms, in Å:
O1 2.333 0.500 -1.104
N1 -0.206 1.040 -1.051
C1 1.957 -0.085 0.204
C2 0.370 0.212 0.231
C3 -2.060 -0.572 0.615
C4 -0.590 -1.022 0.571
H1 3.144 0.091 -1.485
H2 -1.278 1.032 -0.878
H3 -0.547 -1.923 -0.076
H4 -2.326 0.468 1.217
H5 -0.280 -1.242 1.592
H6 -2.503 -0.228 -0.291
H7 2.321 0.338 1.120
H8 0.038 1.007 0.939
H9 0.291 2.020 -0.965
H10 -2.718 -1.177 1.208
H11 2.162 -1.142 0.250
H12 -0.107 0.684 -2.097

The lowest unoccupied orbital energy comes out at -3.55 eV. The multiplicity is 1. The HOMO-LUMO gap comes out at 11.502 eV. Its charge is +1.

Results of the Mulliken charge analysis, in e, for atoms 1 through 4: -0.536, -0.486, -0.451, -0.073

---

Q) DFT (ωB97M-V/def2-TZVPD) results for a gas-phase ion, C4H12NO (charge +1).

Positions of all 18 atoms, in Å:
O1 -1.315 1.846 -0.211
N1 1.404 -0.406 0.983
C1 -0.225 1.421 0.601
C2 -0.347 -0.672 -0.895
C3 -0.062 -0.116 0.488
C4 0.384 -2.018 -1.150
H1 -0.212 -0.003 -1.757
H2 2.054 -0.266 0.214
H3 0.314 -2.198 -2.225
H4 1.472 -2.030 -0.964
H5 1.521 -1.342 1.362
H6 0.708 1.915 0.308
H7 -0.659 -0.507 1.316
H8 0.011 -2.819 -0.535
H9 -1.988 2.023 0.470
H10 -0.398 1.650 1.648
H11 -1.430 -0.736 -1.089
H12 1.581 0.266 1.731

The lowest unoccupied orbital energy comes out at -3.66 eV. The multiplicity is 1. The HOMO-LUMO gap comes out at 11.228 eV. Its charge is +1.

Results of the Mulliken charge analysis, in e, for atoms 1 through 4: -0.486, -0.381, -0.887, -0.628

---

Name the most stable of them. Q).